Entry from OMol25: a structure of composition C14H19IN2O2PS2Sn (ωB97M-V with the def2-TZVPD basis set).

Output
Spin multiplicity ... 2
LUMO energy (alpha / beta) ... 0.528 / -0.293 eV
Expectation value of S² ... 0.7568
HOMO energy (alpha / beta) ... -7.454 / -7.619 eV

XYZ file:
```
42
Properties=species:S:1:pos:R:3:forces:R:3
Sn 0.159966 -0.075791 -0.095099 0.079 0.147 -0.529
C 3.970312 5.221892 0.967204 -0.010 -0.012 -0.005
C 2.761631 4.373240 1.291850 0.013 0.018 -0.006
O 3.015922 2.995363 0.952595 -0.014 -0.025 -0.001
P 2.364343 2.319893 -0.337908 0.150 0.059 0.053
S 2.918807 0.416726 -0.272933 -0.125 0.017 0.024
S 0.411391 2.685554 -0.449660 -0.080 -0.208 0.073
O 3.008301 3.098922 -1.578274 -0.061 -0.009 -0.012
C 4.399815 2.912104 -1.913969 0.025 -0.002 0.002
C 4.517079 2.105163 -3.185778 -0.006 -0.002 0.010
H 3.806138 6.244939 1.308939 0.004 0.002 -0.003
H 4.149407 5.244086 -0.107557 0.001 0.011 0.002
H 4.857957 4.829013 1.462863 0.000 0.005 0.005
H 1.872059 4.724857 0.766466 -0.006 -0.003 0.007
H 2.546820 4.377910 2.359558 -0.001 -0.006 -0.001
H 4.921379 2.425754 -1.087150 -0.003 0.002 0.008
H 4.814692 3.912496 -2.039571 0.002 -0.001 0.010
H 4.106444 1.107357 -3.037752 0.000 0.000 -0.004
H 5.566676 2.014067 -3.470380 -0.002 0.000 -0.006
H 3.976001 2.593124 -3.996323 0.004 0.002 -0.001
C -5.386634 0.148102 0.236759 -0.007 -0.003 0.007
C -4.745563 -1.078626 0.305585 -0.003 0.004 -0.003
C -3.365236 -1.108748 0.197794 0.047 -0.015 0.006
N -2.628790 -0.013659 0.027561 0.012 0.152 0.057
C -3.249779 1.163230 -0.035075 -0.020 -0.032 -0.002
C -4.625599 1.292649 0.063789 -0.003 0.004 -0.003
H -6.463700 0.211129 0.321491 0.000 0.000 -0.004
H -5.300348 -1.996039 0.444871 0.006 -0.003 0.002
H -2.820849 -2.045378 0.257217 0.001 -0.002 0.002
H -2.615478 2.032877 -0.165147 -0.009 0.006 0.002
H -5.084135 2.270065 0.009127 0.005 0.004 0.001
I 0.047235 -0.144843 2.655856 -0.011 -0.010 0.180
C 0.183874 -3.631151 0.891255 -0.008 -0.091 -0.049
C 0.066368 -5.005196 1.029941 0.001 0.018 0.010
C -0.044738 -5.707237 -0.158408 0.000 -0.013 -0.016
C -0.031612 -5.024225 -1.376126 -0.004 -0.009 -0.007
C 0.092539 -3.651449 -1.370820 0.014 0.017 0.043
N 0.198916 -2.978543 -0.210551 0.014 -0.015 0.154
H 0.062948 -5.493064 1.993177 0.000 0.007 0.005
H -0.140230 -6.786111 -0.143003 -0.002 0.000 -0.005
H -0.115964 -5.557281 -2.312610 0.003 -0.001 -0.002
H 0.112232 -3.062070 -2.279803 -0.008 -0.014 -0.007
```
Positions in Å, forces in eV/Å.